{"formula": "C18H50BaO16", "method": "ωB97M-V/def2-TZVPD", "symbols": ["Ba", "C", "C", "C", "O", "C", "C", "C", "O", "O", "O", "H", "H", "C", "O", "H", "H", "H", "H", "C", "O", "H", "H", "H", "H", "C", "O", "H", "H", "H", "H", "C", "O", "H", "H", "H", "H", "C", "O", "H", "H", "H", "H", "C", "O", "H", "H", "H", "H", "C", "O", "H", "H", "H", "H", "C", "O", "H", "H", "H", "H", "C", "O", "H", "H", "H", "H", "C", "O", "H", "H", "H", "H", "C", "O", "H", "H", "H", "H", "C", "O", "H", "H", "H", "H"], "coordinates": [[-4.104959, 0.001827, 1.291541], [0.439076, 1.268424, 0.427065], [-0.765768, 0.690476, 0.331603], [-0.921981, -0.628843, -0.402381], [-2.133244, -1.128176, -0.499247], [0.124843, -1.117092, -1.094236], [1.447554, -0.559130, -1.001096], [1.616914, 0.732408, -0.203789], [2.680093, 1.302305, -0.147049], [2.400186, -1.014635, -1.583295], [-1.865056, 1.188388, 0.799778], [0.465969, 2.231049, 0.928986], [-0.017074, -2.010204, -1.691448], [-1.088355, 4.781433, 0.331490], [-2.144233, 3.831272, 0.441755], [-1.545730, 5.762755, 0.218662], [-0.491394, 4.804728, 1.247233], [-0.440577, 4.572069, -0.518072], [-1.774287, 2.930274, 0.519049], [6.180703, 2.009860, 0.554404], [6.156404, 2.084397, -0.856555], [7.145457, 1.668247, 0.954446], [5.963120, 2.987038, 1.003561], [5.441304, 1.302862, 0.921452], [6.657680, 2.863300, -1.108899], [-0.066406, 2.712983, -2.967841], [0.631276, 1.820240, -3.817871], [-1.101971, 2.829013, -3.299787], [-0.128852, 2.349386, -1.930949], [0.510430, 3.633153, -2.911164], [0.036681, 1.124937, -4.112099], [1.233278, -2.643555, 1.856775], [2.329173, -3.137942, 2.615814], [0.317454, -3.216852, 2.071981], [1.028254, -1.643680, 2.234562], [1.418929, -2.687604, 0.785312], [2.507716, -4.050946, 2.376283], [-3.277406, -2.492519, -3.598548], [-2.356777, -1.497017, -3.229217], [-3.519884, -2.343966, -4.651938], [-2.894313, -3.510479, -3.472743], [-4.222258, -2.411491, -3.040473], [-2.255452, -1.499760, -2.261042], [-0.574417, 1.890484, 3.987618], [-1.232761, 1.099734, 4.992888], [-0.169961, 1.218045, 3.239512], [-1.284732, 2.579994, 3.517803], [0.206331, 2.505380, 4.439497], [-1.530741, 1.710086, 5.672769], [-6.010233, -2.714251, -0.598610], [-4.781640, -2.312700, 0.019870], [-6.687160, -1.864404, -0.660188], [-5.824762, -3.067310, -1.614017], [-6.460970, -3.545014, -0.054012], [-4.086460, -2.901722, -0.329778], [2.060532, -4.467971, -2.712630], [3.075859, -3.702430, -2.081470], [1.492151, -3.840529, -3.404168], [2.530430, -5.285406, -3.256218], [1.385101, -4.908668, -1.967224], [2.683202, -2.835498, -1.892490], [-5.569583, 3.592861, 1.070178], [-4.401199, 2.857929, 1.394252], [-5.635844, 4.535213, 1.617766], [-5.657115, 3.784372, -0.001507], [-6.449981, 3.013880, 1.368931], [-3.615180, 3.330259, 1.020157], [-1.303413, -4.584884, -0.543709], [-2.470980, -3.773891, -0.545150], [-1.235426, -5.160957, 0.381884], [-1.324235, -5.281973, -1.383056], [-0.406137, -3.974055, -0.650708], [-2.201103, -2.834466, -0.479690], [4.470152, -1.551964, 0.874420], [5.461654, -1.331674, -0.125987], [4.131402, -0.588372, 1.249609], [3.620619, -2.081869, 0.440253], [4.849548, -2.172625, 1.688529], [6.108965, -2.036848, -0.058976], [2.899530, 3.510909, 2.329216], [2.774524, 3.927049, 0.984805], [1.959652, 3.084140, 2.708315], [3.695656, 2.776294, 2.473400], [3.124132, 4.392684, 2.930614], [2.768075, 3.121231, 0.445289]], "atomic_forces_ev_per_a": [[1.83, 0.40, -1.04], [0.16, 0.66, 0.33], [-0.82, -1.28, -0.23], [-0.66, 0.62, -0.60], [-0.27, 0.29, 1.19], [0.26, -0.70, 0.20], [-0.60, 0.22, -0.32], [-0.83, 0.49, 0.49], [1.00, 0.12, -0.13], [0.80, -0.50, -0.26], [-0.95, -0.02, 0.59], [0.42, 0.00, -0.02], [0.14, 0.04, -0.14], [-0.18, 0.20, 0.40], [0.05, 0.03, -0.21], [0.02, -0.01, -0.14], [0.10, -0.06, -0.09], [-0.01, -0.03, -0.04], [-0.05, -0.20, 0.06], [0.20, 0.26, 0.52], [-0.01, -0.14, 0.09], [0.04, 0.04, -0.21], [-0.05, -0.06, 0.01], [-0.18, -0.05, -0.40], [0.00, -0.01, -0.06], [-0.14, -0.60, 0.48], [0.14, 0.05, -0.03], [0.12, 0.54, -0.11], [0.10, -0.17, -0.15], [-0.26, 0.21, -0.34], [-0.01, -0.05, 0.15], [-0.32, -0.62, 0.66], [-0.05, 0.10, 0.12], [0.10, -0.06, -0.13], [0.23, 0.22, -0.40], [0.06, 0.30, -0.05], [-0.05, 0.02, -0.13], [-0.22, 0.05, -0.14], [0.02, -0.04, -0.08], [0.04, -0.04, 0.01], [0.06, 0.04, 0.06], [0.07, -0.01, 0.01], [-0.06, 0.11, -0.04], [-0.43, 0.30, 0.46], [0.00, 0.10, -0.33], [0.10, -0.01, -0.01], [0.03, -0.14, -0.18], [0.22, -0.19, -0.11], [0.00, -0.09, 0.07], [0.18, -0.39, -0.19], [-0.42, 0.17, -0.13], [-0.05, 0.01, 0.15], [0.02, 0.13, -0.01], [-0.13, 0.16, 0.13], [0.24, -0.08, 0.27], [0.28, 0.24, 0.36], [-0.36, -0.32, -0.03], [-0.12, -0.18, -0.10], [0.02, 0.02, -0.10], [-0.10, 0.00, -0.12], [0.39, 0.25, -0.04], [-0.50, 0.01, 0.07], [-0.20, -0.53, -0.16], [0.20, 0.04, -0.06], [0.13, 0.06, 0.01], [0.13, -0.07, 0.00], [0.09, 0.06, 0.20], [0.04, -0.12, -0.06], [-0.20, 0.03, 0.06], [0.01, 0.03, 0.01], [-0.12, 0.01, 0.00], [-0.02, -0.01, 0.08], [0.21, 0.21, -0.10], [0.13, -0.39, -0.40], [0.06, 0.11, 0.30], [0.01, 0.02, 0.06], [-0.04, 0.07, 0.01], [0.00, 0.19, 0.14], [-0.05, -0.01, -0.11], [-0.21, 0.16, -0.01], [0.00, 0.01, 0.15], [0.08, -0.06, 0.01], [0.02, -0.02, -0.05], [0.04, -0.01, 0.00], [0.06, -0.14, -0.09]], "lowdin_charge": [2.00, 0.01, -0.38, -0.33, -0.26, 0.02, -0.33, -0.31, 0.10, 0.11, -0.34, 0.11, 0.12, -0.10, -0.16, 0.08, 0.08, 0.08, 0.03, -0.17, -0.10, 0.08, 0.07, 0.05, 0.07, -0.16, -0.11, 0.08, 0.05, 0.08, 0.07, -0.15, -0.12, 0.08, 0.08, 0.06, 0.08, -0.17, -0.12, 0.08, 0.08, 0.06, 0.01, -0.14, -0.13, 0.06, 0.08, 0.08, 0.07, -0.12, -0.34, 0.08, 0.08, 0.09, 0.04, -0.17, -0.13, 0.08, 0.07, 0.05, 0.02, -0.15, -0.29, 0.09, 0.09, 0.07, 0.03, -0.12, -0.16, 0.08, 0.08, 0.05, 0.01, -0.15, -0.10, 0.07, 0.05, 0.08, 0.07, -0.17, -0.14, 0.05, 0.07, 0.08, 0.03], "gap_ev": 6.22, "e_homo_ha": -0.2892, "e_above_lowest_ev": 0.5379, "largest_force_ev_per_a": 2.14, "e_lumo_ev": -1.7}